# 1
The following is a DFT calculation (the ωB97M-V functional and the def2-TZVPD basis) of a structure of composition C29H76NO15S10Si at a distorted geometry.

* net charge: -1
* LUMO energy: 0.06057 Eh
* Kohn-Sham gap: 6.666 eV
* relative energy (zero: lowest compared OMol25 entry of this formula, charge and spin): 37.1 kJ/mol
* largest force on an atom: 0.04194 Eh/bohr

```
132
Properties=species:S:1:pos:R:3:forces:R:3
C 3.728 -0.477 6.241 0.123 -0.014 0.121
H 3.711 2.851 -2.348 0.482 0.012 0.184
Si -1.495 -0.559 -1.421 0.433 -0.140 -0.754
O 1.136 7.137 -1.463 0.217 0.427 -0.159
H 6.160 -2.578 -0.230 -0.001 -0.042 -0.094
H 3.363 -0.251 -1.746 0.678 -0.112 0.086
C 1.791 9.508 -2.458 0.206 0.050 -0.045
H -0.554 3.339 -1.763 -0.425 -0.244 0.145
H 4.636 -2.796 4.869 -0.022 0.016 -0.045
S 0.658 8.543 -1.448 -0.245 0.073 -0.182
O -2.708 2.681 -2.291 0.628 -0.630 0.018
H 3.279 0.508 6.337 -0.048 -0.009 -0.048
S 6.395 -1.732 -2.462 0.024 0.152 0.033
H -1.050 0.640 0.726 -0.242 0.200 0.251
H 0.254 -0.717 -3.216 0.220 -0.116 -0.155
H -3.448 -4.439 3.048 0.053 0.066 -0.043
O -2.199 5.672 0.064 -0.575 0.453 -0.666
O -4.424 3.987 -1.255 -0.529 0.345 0.071
H 0.379 0.106 -0.074 -0.009 -0.065 -0.075
H 4.717 -0.386 5.791 -0.021 0.016 -0.041
H -5.376 -5.105 8.538 0.031 0.041 -0.025
S -5.937 -3.150 7.272 -0.155 0.081 -0.023
C 1.158 9.250 0.127 0.078 0.006 0.148
H 1.949 1.294 -2.714 -0.024 -0.146 -0.223
H -0.123 9.462 -7.510 -0.007 -0.016 0.050
H 1.210 1.685 -1.187 0.140 0.025 -0.185
O -4.609 -3.178 6.610 0.096 -0.085 0.055
C -1.980 -2.476 4.385 0.092 -0.076 0.126
C 7.895 -2.726 -2.425 0.091 -0.091 0.021
S -3.453 2.934 -1.074 -0.943 0.919 0.119
H 2.226 9.086 0.282 -0.002 -0.037 -0.042
H -0.623 5.070 -1.845 -0.267 0.225 -0.172
C 1.966 4.021 -1.945 0.331 -0.400 0.450
H 3.290 3.062 -0.613 0.435 -0.187 0.179
H -0.450 1.568 -0.658 -0.305 0.114 0.133
H -3.979 -7.536 0.411 0.031 0.024 -0.042
H 0.100 8.045 -8.582 0.009 -0.026 0.007
H 0.051 -9.559 -4.494 0.037 0.021 0.040
H -1.440 -3.337 3.989 -0.015 0.032 -0.056
S 0.387 -7.448 -3.412 -0.045 0.195 -0.043
H -1.743 -7.951 -0.627 -0.020 0.031 -0.027
H -5.224 1.796 0.026 0.083 0.174 0.369
H 1.273 3.728 0.082 -0.074 -0.138 0.321
H -0.206 -2.605 -1.457 0.183 -0.094 -0.227
O -2.857 -5.394 -1.059 -0.115 -0.165 -0.108
H 7.710 -3.646 -1.870 -0.058 0.013 0.002
H 2.585 4.880 -2.173 -0.096 0.324 -0.306
H 1.541 10.567 -2.369 -0.043 -0.015 0.033
O 1.406 -1.700 5.905 -0.031 -0.096 0.193
H 8.167 -2.965 -3.451 -0.043 0.028 -0.023
C 2.123 1.433 1.717 0.192 -0.225 -0.322
H 8.696 -2.154 -1.958 -0.010 0.023 -0.008
H 7.082 -1.045 -0.291 -0.017 0.047 -0.011
H -1.312 -1.619 4.439 0.009 0.020 -0.028
H 2.120 -0.270 -0.544 0.045 -0.295 0.016
C -5.714 -2.342 8.861 0.034 0.013 0.129
H -4.641 -0.531 -0.310 -0.114 -0.198 0.171
H -0.715 0.789 -3.268 0.207 0.267 -0.129
H 1.417 -6.962 -5.513 -0.016 0.037 0.016
H 2.539 2.354 2.103 0.190 0.275 0.037
H 2.502 -6.663 -4.136 -0.040 0.032 0.047
S 2.674 -1.461 5.167 -0.098 0.121 -0.255
S -1.560 4.392 0.192 0.402 0.172 1.186
C -4.141 -3.664 3.379 -0.079 -0.214 -0.006
O 0.888 -8.136 -2.192 0.076 -0.170 -0.029
C 2.878 0.363 -0.998 -0.626 0.465 -0.563
H -5.009 -3.640 2.721 0.033 0.065 -0.047
C -1.229 -7.196 -0.030 -0.059 -0.070 0.066
H -1.732 6.673 -5.457 0.063 -0.010 0.021
C -3.622 -6.750 1.078 -0.070 -0.128 0.018
C -1.440 7.297 -6.301 -0.120 0.014 -0.003
H -0.889 -2.427 0.120 -0.281 -0.082 0.370
O 3.819 0.756 0.040 -0.612 -0.379 0.231
H -5.476 -1.297 8.674 -0.002 -0.005 -0.067
H -5.029 1.408 -1.661 -0.165 0.140 -0.341
H -4.438 -6.068 1.311 0.028 0.052 -0.027
C -1.122 -2.336 -0.934 0.197 0.419 -0.072
H 1.438 1.687 0.920 -0.069 0.149 -0.129
C 2.914 2.862 -1.607 -0.629 0.174 -0.896
C 1.768 -7.347 -4.556 0.085 -0.047 -0.096
O 5.303 -2.611 -2.953 -0.010 -0.112 0.001
H 0.932 10.317 0.131 -0.028 -0.003 -0.022
C -3.833 0.186 -0.453 -0.712 -0.094 -0.466
C -0.735 -0.287 -3.127 -0.841 0.265 0.557
H 1.579 0.928 2.498 -0.173 -0.075 0.283
O 0.688 8.263 -5.074 -0.023 0.178 -0.120
C 2.166 1.538 -1.681 0.358 0.329 0.963
H -3.249 0.165 0.459 0.310 0.159 0.126
H -4.894 -2.815 9.401 0.020 -0.023 -0.053
H 1.510 8.826 -7.828 0.020 -0.038 0.046
H 1.205 5.398 -0.524 0.155 -0.192 0.571
H -7.138 -4.786 8.537 -0.018 0.017 -0.020
H -1.886 -3.046 -1.223 -0.222 -0.166 0.051
N -2.567 3.141 0.247 0.077 -0.274 -1.112
O -3.117 -0.231 -1.613 0.588 -0.059 0.732
O 3.574 -0.445 1.932 -0.139 1.549 -1.101
C 1.043 4.356 -0.766 -0.012 0.359 -0.455
S 0.346 7.461 -6.275 -0.014 -0.245 -0.020
H 3.719 -3.277 6.332 -0.046 0.036 0.012
C -0.549 -8.659 -4.353 -0.004 -0.125 -0.077
H -0.361 -6.835 -0.573 0.018 0.011 -0.001
H -0.910 -7.622 0.922 0.008 0.038 0.017
C -0.410 4.243 -1.183 0.195 -0.252 -0.233
H -0.826 -8.232 -5.316 -0.017 0.034 0.016
H -4.458 -3.842 4.406 0.028 0.060 0.030
H 5.312 -1.032 -0.464 0.031 0.059 -0.028
H -1.447 -8.900 -3.789 0.001 0.055 0.039
H -1.900 8.281 -6.207 0.054 0.022 0.025
H 1.668 9.187 -3.492 -0.061 -0.025 0.130
H 1.370 3.743 -2.810 0.020 0.164 -0.366
H 0.591 8.752 0.911 -0.036 -0.050 -0.051
H 2.213 -8.334 -4.683 -0.033 -0.020 0.050
H 3.136 -3.741 4.713 -0.044 0.045 -0.035
S -3.334 -2.063 3.287 -0.083 0.122 0.108
H -6.354 -5.477 7.097 0.003 0.044 -0.044
C -0.588 0.577 -0.249 -0.346 -0.615 0.163
C 3.645 -2.970 5.288 0.121 -0.082 0.090
H 3.797 -0.949 7.222 -0.046 -0.028 -0.012
H 2.818 9.332 -2.133 -0.035 -0.037 0.075
C 3.216 0.514 1.256 0.718 -1.641 1.202
H -6.638 -2.409 9.434 -0.021 0.007 -0.026
H -1.746 6.819 -7.232 0.025 -0.030 0.004
O -0.750 4.314 1.387 0.419 -0.643 0.440
H -2.379 -2.693 5.376 -0.043 0.023 -0.020
C -4.497 1.519 -0.725 0.737 -0.333 -0.088
C -6.230 -4.795 7.935 0.023 -0.093 0.099
C 6.222 -1.588 -0.684 -0.030 -0.058 0.152
H -1.423 -0.667 -3.877 0.099 -0.293 -0.243
O -2.771 -1.941 1.917 0.067 -0.057 -0.079
C 0.463 8.561 -7.694 -0.059 0.111 -0.071
H -3.232 -7.181 2.000 0.012 0.023 0.008
S -2.324 -5.806 0.262 0.096 0.170 0.129
```
Positions in Å, forces in eV/Å.

Atom charges from the Mulliken analysis, given in e for atoms 1 to 99: -1.045, 0.409, 0.722, -0.452, 0.337, 0.536, -0.830, 0.258, 0.343, 0.396, -0.653, 0.319, 0.519, 0.487, 0.342, 0.003, -0.708, -0.673, -0.220, 0.360, 0.302, 0.463, -1.032, 0.818, 0.294, -1.900, -0.555, -0.942, -0.961, 1.071, 0.297, 0.656, -1.167, 0.312, -1.154, 0.402, 0.377, 0.312, 0.292, 0.635, 0.280, 0.398, 0.166, 0.429, -0.657, 0.292, 0.392, 0.386, -0.687, 0.341, 0.174, 0.340, 0.348, 0.307, 0.523, -0.984, 0.439, 0.180, 0.368, 0.367, 0.328, 0.772, 1.146, -0.626, -0.630, -1.338, 0.360, -1.053, 0.295, -1.116, -0.905, 0.296, -0.431, 0.332, 0.328, 0.295, -1.240, -0.543, -0.773, -1.000, -0.600, 0.396, -0.058, -1.200, 0.265, -0.576, 1.481, 0.107, 0.303, 0.310, 0.811, 0.374, 0.246, -0.389, -0.554, -0.616, -0.482, 0.458, 0.354

=====

# 2
The following is a DFT calculation (the ωB97M-V functional and the def2-TZVPD basis) of the molecule C4H6N2 at a distorted geometry.

* LUMO energy: 0.03238 Eh
* Kohn-Sham gap: 10.872 eV
* SMILES: C[C@H]1N[C@H]1C#N
* relative energy (zero: lowest compared OMol25 entry of this formula, charge and spin): 179.6 kJ/mol
* largest force on an atom: 0.03576 Eh/bohr

```
12
Properties=species:S:1:pos:R:3:forces:R:3
C -0.455 -0.469 0.400 -0.260 -0.077 0.135
C 1.001 -0.779 0.254 0.094 -0.021 0.284
N 0.017 -1.461 -0.568 -0.111 -0.086 -0.280
C 1.792 0.316 -0.243 -0.513 1.549 0.847
H -0.678 1.264 -0.916 0.030 -0.126 0.125
H -1.099 1.572 0.773 0.105 -0.204 -0.085
H -0.917 -0.929 1.270 0.024 -0.056 -0.085
H 1.522 -1.338 1.026 -0.193 -0.252 -0.186
H -2.184 0.617 -0.238 0.195 -0.009 0.015
H 0.035 -1.046 -1.498 -0.105 -0.107 0.052
N 2.095 1.431 -0.236 0.650 -0.544 -0.771
C -1.128 0.820 -0.023 0.084 -0.068 -0.051
```
Positions in Å, forces in eV/Å.

And the natural (NBO) charges, in e, turn out to be: -0.037, -0.198, -0.548, 0.245, 0.223, 0.231, 0.203, 0.236, 0.224, 0.356, -0.297, -0.637

=====

# 3
The following is a DFT calculation (the ωB97M-V functional and the def2-TZVPD basis) of the molecule C6H13NO at a distorted geometry.

* LUMO energy: 0.03496 Eh
* Kohn-Sham gap: 10.180 eV
* SMILES: CCCC[C@H](N)C=O
* relative energy (zero: lowest compared OMol25 entry of this formula, charge and spin): 142.9 kJ/mol
* largest force on an atom: 0.03407 Eh/bohr

```
21
Properties=species:S:1:pos:R:3:forces:R:3
H 0.345 0.913 3.356 -0.077 0.003 -0.049
H 1.545 0.521 -2.990 0.274 0.383 -0.301
H 1.217 0.542 -0.384 0.310 0.102 0.007
C -0.654 0.126 0.639 0.983 -1.170 0.264
C -0.260 0.210 -1.895 0.822 0.137 -0.438
C 0.542 0.931 -3.021 -1.173 -0.815 1.014
O -1.080 -0.436 3.752 0.063 -0.219 -0.144
H 0.733 -2.435 0.983 0.015 0.100 0.024
N 0.252 -2.034 1.781 -0.065 -0.227 -0.413
C -0.193 -0.015 3.060 -0.020 0.115 0.100
H 1.251 -0.209 1.597 0.542 -0.210 -0.139
C 0.249 -0.591 1.723 -0.677 0.774 0.415
C 0.161 0.736 -0.528 -1.490 -0.032 0.458
H -1.262 0.858 1.152 -0.246 0.358 -0.134
H 0.049 0.718 -3.959 0.229 -0.040 -0.472
H 0.497 2.002 -2.847 0.331 0.131 -0.079
H -0.026 1.810 -0.459 0.396 0.114 -0.325
H -0.010 -0.857 -1.926 -0.110 0.001 -0.061
H -0.700 -2.385 1.744 0.037 0.006 0.205
H -1.335 0.264 -2.077 -0.020 0.272 0.212
H -1.322 -0.671 0.297 -0.124 0.217 -0.143
```
Positions in Å, forces in eV/Å.

And the natural (NBO) charges, in e, turn out to be: 0.098, 0.204, 0.196, -0.406, -0.384, -0.604, -0.523, 0.360, -0.818, 0.451, 0.190, -0.147, -0.403, 0.212, 0.209, 0.203, 0.202, 0.189, 0.363, 0.199, 0.209